# 1
{"formula": "C19H44N2O4", "method": "ωB97M-V/def2-TZVPD", "symbols": ["H", "H", "H", "H", "O", "C", "H", "C", "C", "N", "H", "H", "H", "C", "H", "C", "H", "C", "C", "O", "H", "C", "H", "H", "C", "H", "H", "H", "H", "H", "C", "H", "H", "H", "H", "H", "H", "C", "H", "H", "C", "C", "O", "N", "H", "H", "O", "H", "H", "H", "H", "H", "C", "C", "C", "H", "H", "H", "C", "H", "H", "H", "H", "H", "H", "H", "C", "C", "H"], "positions_angstrom": [[1.70633, 8.61684, 5.02624], [0.35266, -3.66827, -5.88742], [-2.11400, -2.25053, 5.33812], [-0.92073, 4.99013, 4.51775], [-2.19739, -2.48120, 4.40999], [0.49833, -8.87290, -5.32774], [-1.56561, -5.90655, -5.48590], [0.17659, -7.72085, -6.37749], [-1.20918, -7.99069, -7.06257], [0.16715, -6.35725, -5.78166], [1.56314, -8.97823, -5.11994], [3.29040, -7.56278, -6.51525], [1.38155, -8.74802, -7.79294], [-3.11071, 6.63508, 5.44532], [-0.24586, 6.96544, 1.95517], [-0.95445, 5.75037, 6.38499], [0.19308, -4.06745, -4.18713], [0.77143, 6.17799, 4.58430], [2.59675, -6.95118, -7.09222], [-1.38825, 9.24111, 5.05245], [0.98730, -7.30398, -8.47529], [-1.71089, 7.02755, 6.08229], [-0.17733, 5.95060, 7.12262], [2.95634, -5.79582, -3.95193], [-0.74780, 7.26886, 2.87392], [1.04810, 1.77382, 0.45124], [-3.65322, 5.96026, 6.10744], [-1.08051, 7.62130, 8.01705], [0.83400, 9.42943, 3.76086], [-0.57070, 9.74396, 5.07144], [-2.03078, 7.57856, 7.48485], [-2.02608, -7.96142, -6.34153], [3.42329, -5.50408, -6.09219], [1.36362, 0.66634, -0.53152], [0.09152, -9.81025, -5.70719], [-1.19604, -9.03534, -7.37343], [1.28737, 5.78955, 3.70622], [0.84289, -4.17429, -5.05572], [0.33808, 4.29584, 5.63947], [-3.66319, 7.50660, 5.09414], [0.09259, 7.49311, 4.20112], [1.26903, 8.46941, 4.03875], [-0.90379, -6.31284, -4.92152], [-0.83349, 7.99431, 5.27731], [2.13464, -4.79762, -7.16066], [-1.16234, -2.58318, 2.75404], [1.61273, 1.55876, -0.29117], [-0.60415, -1.12884, 3.72330], [1.89836, 8.22263, 3.18369], [-1.49927, -7.29926, -7.85371], [-0.00678, -8.72913, -4.37260], [-1.63365, 5.04386, 6.86210], [1.93449, -6.16096, -4.05494], [-0.92930, -2.16915, 3.73505], [2.38871, -5.56537, -6.42983], [3.07818, -6.69963, -8.03723], [-3.09142, 6.10242, 4.49453], [0.00238, -2.64109, 4.04705], [-0.18046, 5.18963, 5.29254], [-2.46707, 8.57525, 7.55091], [-1.40187, 6.39824, 2.92197], [1.46003, 6.34896, 5.41176], [-1.37097, 8.13285, 2.64310], [2.03079, -7.23327, -4.22515], [1.62882, -3.48304, -4.75141], [1.35518, -6.17270, -3.13171], [1.29734, -7.69931, -7.50799], [1.31173, -5.55899, -5.29277], [-2.71778, 6.85667, 7.92644]], "forces_ev_per_angstrom": [[0.609, -0.273, -0.306], [-0.069, -0.416, -0.282], [-0.018, 0.027, 0.141], [-0.038, -1.126, -0.252], [1.797, 0.539, -0.060], [-0.657, 0.580, -0.672], [-0.411, 0.149, 0.385], [1.309, 0.626, -0.571], [0.471, -0.306, 1.174], [0.351, -0.375, -2.069], [-0.031, -0.048, -0.253], [-0.179, -0.058, 0.135], [0.852, -0.266, 0.304], [0.851, 0.347, -1.060], [0.970, 0.600, 0.054], [0.951, 1.057, 1.438], [-0.410, -0.494, -0.098], [-0.851, -0.239, 2.310], [-1.272, -0.273, -1.104], [-0.287, 0.274, -0.666], [-0.666, 0.692, 0.324], [-0.998, 0.958, -0.877], [-0.181, 0.442, 0.673], [-0.150, 0.254, 0.565], [0.099, -0.162, 0.109], [-0.133, 0.099, 0.188], [-0.205, 0.496, 0.220], [-0.160, -0.049, 0.321], [0.123, 0.376, -0.162], [-0.294, 0.841, 0.197], [0.430, 0.461, -0.400], [0.107, 0.051, 0.266], [-0.237, 1.392, 0.627], [-0.035, -0.230, -0.104], [0.290, -0.142, -0.151], [0.017, 0.126, -0.572], [-0.066, -0.206, 0.197], [-0.436, 2.029, 0.944], [-0.010, -0.139, -0.414], [-0.276, 0.284, 0.882], [-1.165, -0.475, -1.095], [-1.855, 0.957, -0.269], [-0.987, 0.508, 1.245], [1.203, -3.576, 1.788], [0.129, -0.090, -0.054], [0.459, 0.584, -0.253], [0.163, 0.130, -0.082], [-0.909, 0.394, -0.175], [0.349, -0.318, 0.512], [0.510, -0.077, -0.181], [-0.071, 0.381, -0.042], [-0.049, -0.125, -0.231], [0.493, -1.299, 0.228], [-0.916, -0.700, -0.416], [-0.383, -1.568, 0.159], [0.456, -0.310, 0.011], [0.801, -0.417, -0.056], [-0.411, -0.842, 0.763], [-0.432, -0.798, -3.402], [-0.178, -0.069, -0.426], [-0.348, 0.103, 0.823], [0.790, 0.573, -0.382], [0.071, 0.061, 0.110], [0.316, -0.008, -0.194], [0.669, -0.266, -0.261], [-0.068, 0.809, -0.021], [-0.558, -0.263, 0.971], [0.617, -1.335, -0.811], [0.148, 0.139, 0.362]], "largest_force_ha_per_bohr": 0.0812, "charge": 0, "multiplicity": 1, "e_homo_ev": -7.9155, "homo_lumo_gap_ev": 8.20, "smiles": "CC1(C)CCCC(C)(C)N1O.CC1(C)CCCC(C)(C)N1O.CO.O", "lumo_energy_ev": 0.289}

# 2
{"formula": "C17H13BrN4ReS", "method": "ωB97M-V/def2-TZVPD", "symbols": ["H", "H", "C", "H", "S", "C", "C", "H", "N", "H", "C", "H", "H", "C", "Re", "C", "C", "H", "C", "C", "C", "C", "C", "H", "Br", "C", "H", "C", "C", "H", "H", "N", "C", "N", "C", "N", "H"], "positions_angstrom": [[1.92992, -4.88227, 1.19155], [-1.40994, 0.57169, -3.92383], [-1.44254, 1.76845, -0.21112], [0.23743, -0.36608, -2.32355], [2.67306, 1.39464, 0.15367], [1.22006, -4.11842, 1.47736], [-2.34020, 2.33391, -1.13568], [-2.99602, 2.28462, -3.19149], [4.46755, 1.05718, -1.80761], [4.68927, 2.02460, -1.64177], [-0.50080, 0.78580, -0.65016], [-3.91205, 4.52252, 0.93819], [-1.21238, -1.30830, 2.35686], [-1.40944, 0.89941, -2.89417], [0.92169, 0.00865, 0.41083], [-3.23635, 3.33324, -0.69590], [-1.48746, 2.22346, 1.11201], [0.03602, -5.39012, 2.74591], [2.35616, -2.46450, -0.00068], [-2.34392, 3.18784, 1.55293], [-3.22835, 3.75218, 0.61027], [-2.29943, 1.86204, -2.47716], [3.51670, 0.43700, -1.12624], [-1.58929, -3.56690, 3.28192], [-0.28245, 1.26580, 2.28362], [-0.73785, -3.38830, 2.64118], [5.00703, 0.54643, -2.49110], [-0.49102, 0.36475, -1.98094], [-0.53512, -2.11962, 2.12754], [-3.93113, 3.77010, -1.40125], [-2.35572, 3.51850, 2.58235], [3.24703, -0.83365, -1.35671], [1.34435, -2.84297, 0.97108], [2.28291, -1.27029, -0.46904], [0.16048, -4.39709, 2.33591], [0.50182, -1.83298, 1.32442], [3.14997, -3.13133, -0.31919]], "forces_ev_per_angstrom": [[0.003, -0.003, 0.001], [0.020, -0.024, 0.001], [0.193, 0.070, 0.149], [-0.003, 0.035, -0.012], [-0.025, -0.301, -0.048], [-0.031, 0.017, 0.006], [-0.008, -0.053, -0.118], [-0.005, 0.016, 0.009], [-0.046, -0.014, 0.002], [0.002, -0.006, -0.001], [-0.341, 0.012, -0.495], [-0.003, 0.001, 0.002], [0.046, -0.065, 0.018], [-0.044, 0.016, 0.067], [0.635, -0.466, 0.521], [-0.003, 0.037, 0.081], [-0.024, -0.252, -0.138], [-0.007, -0.004, -0.003], [0.081, -0.031, -0.148], [0.052, -0.028, -0.001], [-0.020, 0.006, -0.030], [-0.009, 0.027, 0.038], [-0.013, -0.600, -0.226], [-0.001, -0.006, 0.000], [-0.317, 0.764, 0.156], [-0.005, -0.048, 0.004], [0.003, 0.011, -0.003], [-0.156, 0.133, -0.091], [0.013, 0.078, 0.079], [0.001, -0.003, -0.006], [-0.002, -0.007, 0.010], [-0.036, 0.780, 0.500], [-0.017, -0.112, -0.066], [0.183, 0.241, -0.351], [0.003, 0.067, -0.013], [-0.117, -0.288, 0.084], [-0.003, 0.001, 0.019]], "largest_force_ha_per_bohr": 0.0184, "charge": 2, "multiplicity": 2, "e_homo_ev": [-14.8540, -14.8401], "homo_lumo_gap_ev": [6.57, 6.74], "s_squared": 0.76, "lumo_energy_ev": [-8.289, -8.102]}

# 3
{"formula": "C25H59F2O9S", "method": "ωB97M-V/def2-TZVPD", "symbols": ["C", "H", "H", "H", "H", "H", "H", "F", "C", "H", "H", "C", "H", "H", "C", "O", "O", "C", "H", "H", "H", "F", "O", "H", "C", "C", "H", "H", "C", "H", "C", "H", "H", "H", "H", "H", "C", "C", "H", "H", "H", "C", "O", "C", "H", "H", "C", "C", "H", "H", "H", "O", "O", "H", "O", "C", "H", "C", "H", "H", "C", "H", "C", "H", "C", "H", "H", "S", "H", "H", "H", "O", "H", "H", "H", "C", "H", "C", "H", "H", "H", "O", "H", "H", "H", "C", "H", "C", "H", "C", "H", "H", "H", "H", "H", "H"], "positions_angstrom": [[1.11129, -4.88828, 5.98599], [4.56432, 0.17151, -7.47936], [-4.36311, -2.22099, -1.38961], [-1.79696, -5.97431, -0.11204], [-1.55276, -1.65512, -1.41675], [-2.18861, 3.11219, 0.25872], [-3.50959, -0.89595, -0.68658], [-3.43131, -3.88660, -2.79282], [-0.47120, 7.53074, 2.31101], [-1.22280, 3.59853, -1.14357], [-4.32844, 4.18533, 0.54865], [1.39579, -3.94596, -1.93349], [-5.45141, 2.48649, -2.86654], [5.98794, 1.60672, -4.50591], [1.86229, 6.88601, 4.76031], [-2.06778, -4.80883, 5.34193], [4.89772, 1.77472, -6.27828], [0.26606, 5.28823, 2.36589], [-2.99062, -3.15238, 6.17939], [-2.42823, 1.54470, -1.64567], [1.23585, -4.88016, -2.44879], [-1.03532, -4.46918, 0.85007], [-0.67171, 6.23578, 2.85606], [-3.90779, -5.08262, -0.52857], [-3.68402, -1.41424, -1.61909], [4.80618, 0.36886, -6.43029], [5.80803, 3.23301, -5.19127], [-4.26583, 5.90259, 0.12202], [-1.83721, -4.89268, -0.13571], [-3.00941, 2.85594, -2.68689], [5.96252, 2.18306, -5.43345], [-2.06486, -1.21043, -2.98085], [-2.34580, -4.36036, 7.30646], [-1.05755, 8.23738, 2.89607], [0.78670, 7.04108, 4.86761], [2.25342, 0.74202, -3.43117], [-2.15689, -3.83531, 6.37226], [2.84400, -1.65168, -0.75840], [3.41766, -1.03303, -0.08067], [1.72385, -3.23177, -2.67009], [4.15672, -3.14674, -1.62039], [-2.97623, 2.49593, -1.65433], [0.10732, -3.47618, -1.35877], [-1.54193, -4.30064, 4.13166], [-1.67568, -3.21522, 4.07560], [-0.82220, 7.56093, 1.27377], [-3.66107, 5.02157, 0.32938], [-2.24615, 3.48390, -0.76939], [2.24196, 6.34744, 5.63484], [-2.11887, -4.75466, 3.31732], [-0.28050, 4.35326, 2.19638], [2.17543, 6.17874, 3.57091], [-2.84981, 4.76341, -0.80760], [0.68055, 5.61349, 1.40681], [0.73687, -4.03148, 4.91669], [-2.24911, -3.28957, -2.67398], [0.57804, 7.82961, 2.35094], [3.30994, 1.00255, -3.57072], [0.25558, -5.43906, 6.38126], [3.75980, 1.17567, -2.59394], [1.36870, 5.03116, 3.37045], [-3.48729, -4.73315, 1.11668], [-5.28598, 2.94170, -1.88406], [0.94815, 4.68115, 4.31806], [3.46127, -3.05876, -0.79909], [-5.01925, 3.99209, -2.01062], [5.76499, -0.10968, -6.20988], [-1.10402, -4.40915, -1.75921], [-1.82412, -3.27539, -3.67024], [-3.02844, 5.22930, 1.19914], [4.04075, -3.17722, 0.10533], [3.99868, -0.07705, -4.17872], [0.04851, -5.74967, 3.98019], [3.63229, -1.28742, -5.77312], [1.52558, -4.26677, 6.77737], [3.71096, -0.21498, -5.56476], [2.02230, 4.24382, 2.97938], [2.42271, -4.15559, -0.83887], [2.93132, -1.19759, -1.73582], [-3.43096, -3.41809, -0.02623], [1.91059, -4.25457, 0.11149], [-4.28491, 2.22862, -1.17015], [0.24978, -4.30939, 2.96932], [2.74859, 0.24726, -5.80569], [1.87946, -5.59516, 5.65602], [-3.26107, -4.47699, 0.09182], [2.35387, 7.85580, 4.70718], [-2.31192, -1.85850, -2.15486], [-6.20891, 2.87954, -1.31042], [-0.08215, -4.66297, 3.95077], [1.81716, -1.66117, -0.41702], [2.91876, -5.09373, -1.04897], [6.92077, 2.08017, -5.95211], [-4.16695, -0.68850, -2.24657], [3.38718, 1.91757, -4.16045], [-1.23142, -3.26472, 6.47056]], "forces_ev_per_angstrom": [[0.062, 0.034, -0.013], [0.014, -0.047, 0.014], [-0.212, -0.189, -0.234], [0.246, -0.371, -0.472], [0.361, -0.230, 0.289], [-0.053, -0.048, -0.004], [-0.083, 0.196, 0.321], [-1.027, -0.895, 0.289], [-0.140, 0.038, -0.026], [0.013, -0.052, 0.019], [0.024, -0.022, 0.004], [0.617, -0.442, 0.199], [0.003, 0.062, -0.028], [0.005, -0.023, -0.003], [0.080, -0.011, -0.008], [0.115, 0.096, 0.028], [0.007, -0.073, 0.199], [-0.341, -0.100, 0.228], [0.042, 0.052, 0.014], [0.047, 0.030, -0.020], [-0.427, -0.290, -0.172], [0.780, 0.726, 0.274], [0.176, 0.063, -0.114], [-0.292, 0.145, -0.288], [0.452, 0.072, 0.719], [-0.115, 0.224, -0.212], [-0.022, 0.003, -0.058], [0.072, 0.023, -0.079], [-1.106, -0.331, 0.610], [-0.003, 0.060, 0.012], [0.007, 0.045, -0.091], [0.199, 0.107, -0.374], [-0.032, -0.045, -0.039], [-0.047, -0.069, 0.028], [-0.009, -0.018, 0.000], [-0.041, 0.120, -0.015], [-0.067, -0.039, 0.018], [0.675, -0.259, -0.176], [0.013, 0.244, 0.145], [-0.144, 0.549, -0.125], [0.149, -0.049, -0.344], [-0.087, -0.264, 0.289], [-0.290, -0.107, -0.409], [-0.169, -0.257, 0.036], [0.059, 0.021, 0.006], [0.070, 0.049, -0.024], [0.069, 0.140, 0.106], [0.195, 0.294, -0.249], [-0.056, 0.014, 0.032], [0.018, 0.023, -0.021], [0.044, -0.019, -0.016], [-0.163, 0.046, 0.054], [-0.146, -0.183, 0.051], [0.060, 0.031, 0.029], [-0.086, -0.102, 0.078], [0.682, 1.571, -0.209], [0.012, -0.029, -0.014], [0.045, -0.090, 0.025], [-0.010, -0.008, -0.019], [0.007, -0.046, -0.001], [0.316, 0.017, -0.198], [-0.024, -0.127, 0.366], [-0.092, -0.078, 0.048], [-0.056, 0.024, -0.004], [-0.282, 0.587, 0.775], [0.023, -0.004, -0.003], [-0.010, -0.021, 0.052], [0.332, -0.719, -0.382], [0.570, -0.266, -0.178], [-0.070, -0.039, 0.059], [0.289, -0.264, 0.211], [-0.085, 0.081, 0.020], [-0.054, -0.018, 0.036], [-0.002, 0.018, -0.030], [0.019, 0.037, -0.047], [0.139, -0.238, 0.114], [-0.037, -0.033, 0.020], [0.056, 0.101, -0.435], [-0.319, 0.266, -0.259], [-0.047, 0.181, -0.147], [-0.112, -0.016, 0.244], [0.061, 0.090, -0.196], [-0.015, -0.022, -0.013], [0.016, 0.060, -0.009], [-0.031, -0.046, 0.030], [0.101, -0.069, -0.002], [0.043, -0.030, -0.030], [-0.710, 0.239, 0.026], [0.019, -0.049, 0.016], [0.170, 0.266, -0.016], [-0.293, 0.055, 0.044], [0.070, -0.401, 0.111], [0.027, -0.024, 0.058], [-0.240, 0.069, -0.487], [-0.028, -0.010, -0.024], [0.003, 0.012, -0.029]], "largest_force_ha_per_bohr": 0.0336, "charge": 1, "multiplicity": 1, "e_homo_ev": -10.5826, "homo_lumo_gap_ev": 6.76, "lumo_energy_ev": -3.822}